C9H25BBrO10P as an isolated structure at a distorted geometry. Source: the OMol25 dataset; level of theory: ωB97M-V/def2-TZVPD.

Last column: natural (NBO) charge in e.
Element x y z (Å)
Br  -1.88  4.20  2.44  0.361
P  0.44  2.92  3.57  2.435
O  1.61  3.15  4.73  -0.750
O  0.85  -1.10  -1.53  -0.560
O  -0.71  4.15  3.85  -0.848
O  -2.69  -3.52  -2.74  -0.553
O  3.21  5.74  5.07  -0.915
O  -0.18  1.56  3.77  -1.058
O  3.85  5.30  2.74  -0.917
O  1.02  2.95  2.00  -0.952
O  0.82  1.76  -2.27  -0.556
O  -2.35  -4.33  0.08  -0.553
C  -4.05  -3.90  -2.65  -0.254
C  -2.15  -5.66  -0.35  -0.254
C  -1.52  -3.40  -0.61  -0.086
C  2.18  -1.17  -2.00  -0.254
C  0.47  1.38  -3.59  -0.255
C  2.96  3.28  4.20  -0.455
C  0.66  -0.02  -0.62  -0.091
C  -0.03  1.16  -1.29  -0.089
C  -2.29  -2.65  -1.68  -0.095
B  3.34  4.84  3.98  1.157
H  -4.69  -3.06  -2.94  0.164
H  0.97  3.84  1.61  0.498
H  2.54  6.41  4.87  0.503
H  -0.64  -3.90  -1.03  0.179
H  1.27  1.70  -4.25  0.190
H  2.84  -1.56  -1.22  0.169
H  -2.17  -5.74  -1.44  0.178
H  1.60  0.28  -0.16  0.180
H  3.10  5.34  2.13  0.487
H  3.64  2.90  5.02  0.236
H  3.17  2.65  3.31  0.220
H  2.55  -0.20  -2.34  0.179
H  -1.16  -2.68  0.14  0.185
H  -0.23  1.92  -0.54  0.182
H  0.34  0.30  -3.69  0.181
H  2.21  -1.86  -2.85  0.191
H  0.01  -0.40  0.18  0.192
H  -4.22  -4.72  -3.34  0.188
H  -1.20  -6.04  0.03  0.166
H  -0.98  0.86  -1.73  0.175
H  -0.45  1.89  -3.89  0.167
H  -4.32  -4.23  -1.64  0.180
H  -1.63  -1.90  -2.12  0.194
H  -3.16  -2.14  -1.25  0.171
H  -2.96  -6.27  0.05  0.188

## Properties
**HOMO level**: -9.00 eV
**Charge**: 0
**Gap between HOMO and LUMO**: 0.2791 Ha



A 2-piece molecular cluster, C34H73BNO6P overall at a distorted geometry. Source: the OMol25 dataset; level of theory: ωB97M-V/def2-TZVPD.

Last column: Löwdin charge in e.
Element x y z (Å)
P  -3.46  -2.72  -1.79  0.947
O  -4.47  -1.62  -1.06  -0.294
O  -0.43  0.51  -3.73  -0.012
O  -2.11  -0.52  -2.46  -0.016
O  -3.32  1.74  1.72  -0.118
O  -2.72  0.08  -4.62  0.035
O  -4.48  -3.66  -2.71  -0.296
N  -4.76  1.09  6.07  -0.261
C  7.98  0.76  -2.61  -0.214
C  7.52  -0.62  -3.11  -0.200
C  -2.68  2.69  0.84  -0.241
C  0.34  -2.31  -1.70  -0.188
C  -4.12  2.27  5.36  -0.118
C  8.50  2.36  -0.73  -0.225
C  10.03  2.39  -0.60  -0.263
C  -6.24  1.42  6.18  -0.110
C  -4.18  0.93  7.45  -0.105
C  0.07  1.48  -4.60  -0.311
C  -0.48  -3.29  -2.57  -0.216
C  -4.93  -0.07  8.31  -0.160
C  6.37  -2.72  -2.25  -0.219
C  4.08  -3.15  -1.23  -0.216
C  -1.58  1.71  5.61  -0.086
C  -2.53  -1.70  -3.05  -0.499
C  -1.37  -2.57  -3.60  -0.158
C  -6.41  0.29  8.42  -0.181
C  10.56  1.46  0.50  -0.116
C  -1.96  2.34  -1.56  -0.214
C  -5.42  -0.12  -3.44  -0.092
C  -4.58  -0.15  5.26  0.038
C  1.82  -2.30  -2.10  -0.205
C  -7.02  0.43  7.03  -0.163
C  -2.77  2.04  4.71  -0.228
C  -2.44  1.99  -2.98  -0.065
C  7.96  0.97  -1.10  -0.217
C  5.03  -3.45  -2.39  -0.225
C  -3.26  -1.19  -4.39  -0.296
C  -3.14  2.51  -0.60  -0.189
C  -4.79  -1.10  -4.46  -0.179
C  1.32  0.97  -5.30  -0.080
C  6.25  -1.20  -2.47  -0.200
C  2.62  -3.50  -1.55  -0.207
B  -1.88  0.55  -3.47  -0.924
H  -4.72  0.13  -2.65  0.040
H  6.02  -0.71  -1.53  0.087
H  -3.75  3.35  -0.94  0.113
H  0.30  -2.69  -0.67  0.098
H  -4.47  -0.09  9.30  0.128
H  -8.04  0.79  7.11  0.128
H  10.34  3.42  -0.39  0.097
H  -0.66  1.83  5.05  0.085
H  -3.25  0.90  1.27  0.077
H  -5.26  -2.07  -4.38  0.079
H  -2.18  2.80  -3.67  0.094
H  2.64  -4.32  -2.27  0.105
H  -1.03  -3.99  -1.96  0.067
H  4.44  -3.69  -0.35  0.106
H  2.32  -1.37  -1.82  0.103
H  2.14  -3.89  -0.64  0.101
H  -5.64  0.83  -3.94  0.071
H  6.75  -2.93  -1.24  0.112
H  -4.94  0.05  4.25  0.126
H  -1.53  2.37  6.48  0.081
H  -4.21  1.92  7.91  0.143
H  -6.51  1.23  8.97  0.123
H  0.24  -3.89  -3.14  0.101
H  11.41  1.95  1.00  0.062
H  -1.59  0.68  5.96  0.061
H  1.87  -2.37  -3.19  0.110
H  7.32  -0.50  -4.18  0.108
H  9.82  1.27  1.27  0.071
H  4.17  -2.08  -1.01  0.093
H  8.50  0.18  -0.57  0.110
H  -5.02  -0.72  -5.45  0.107
H  4.56  -3.18  -3.34  0.112
H  8.36  -1.32  -3.05  0.102
H  -6.94  -0.47  8.99  0.120
H  -1.60  2.58  0.91  0.111
H  -1.83  -3.34  -4.23  0.113
H  -4.82  2.54  4.57  0.137
H  1.82  1.79  -5.81  0.064
H  5.21  -4.53  -2.40  0.107
H  -4.81  -1.08  7.91  0.120
H  -3.14  0.64  7.34  0.115
H  1.05  0.19  -6.01  0.071
H  -7.08  -0.54  6.54  0.117
H  -2.55  2.97  4.19  0.126
H  -5.32  -3.18  -2.80  0.026
H  10.46  2.13  -1.57  0.096
H  7.10  -3.14  -2.94  0.101
H  -6.29  2.42  6.62  0.144
H  -3.53  -0.41  5.24  0.111
H  0.31  2.39  -4.04  0.112
H  -2.97  -1.82  -5.23  0.135
H  -0.66  1.76  -5.37  0.119
H  7.45  1.58  -3.10  0.111
H  8.02  2.73  0.18  0.105
H  -1.31  3.21  -1.54  0.110
H  -2.87  1.30  3.92  0.084
H  -3.53  1.97  -2.98  0.080
H  6.91  0.97  -0.78  0.099
H  -4.85  -2.11  -0.33  0.024
H  8.23  3.02  -1.55  0.103
H  1.99  0.52  -4.56  0.064
H  -1.38  1.49  -1.17  0.106
H  -0.08  -1.31  -1.72  0.096
H  -2.98  3.68  1.21  0.107
H  -0.77  -1.89  -4.19  0.126
H  -6.33  -0.52  -3.01  0.059
H  -5.15  -0.96  5.70  0.098
H  5.40  -1.04  -3.13  0.112
H  9.02  0.88  -2.93  0.104
H  -6.62  1.45  5.17  0.140
H  -3.75  1.61  -0.69  0.110
H  10.95  0.53  0.09  0.067
H  -4.09  3.09  6.08  0.137

## Properties
**HOMO level**: -6.55 eV
**Charge**: 0
**Gap between HOMO and LUMO**: 0.2110 Ha



C4H7N2 as an isolated structure at a distorted geometry. Source: the OMol25 dataset; level of theory: ωB97M-V/def2-TZVPD.

Last column: natural (NBO) charge in e.
Element x y z (Å)
N  1.49  0.44  0.20  -0.640
N  -1.40  -1.00  0.19  -0.520
C  -1.47  0.94  -0.39  -0.276
C  2.54  -0.22  0.04  0.022
C  -0.79  -0.36  -0.77  0.373
C  -2.10  0.27  0.58  0.081
H  -1.45  1.93  -0.78  0.269
H  -0.15  -0.72  -1.55  0.254
H  3.53  0.09  0.37  0.185
H  1.54  1.33  0.69  0.375
H  -2.81  0.41  1.37  0.256
H  -1.41  -1.95  0.52  0.451
H  2.49  -1.18  -0.48  0.170

## Properties
**HOMO level (spin up / spin down)**: -14.43 / -14.43 eV
**Charge**: +1
**ΔE to the lowest compared entry with this formula, charge and spin**: 487.4 kJ/mol
**Gap between HOMO and LUMO (spin up / spin down)**: 0.3228 / 0.3228 Ha



One molecule with the formula C7H6 at a distorted geometry. Source: the OMol25 dataset; level of theory: ωB97M-V/def2-TZVPD.

Last column: natural (NBO) charge in e.
Element x y z (Å)
C  0.50  1.45  1.31  0.049
C  -0.59  -1.99  -1.06  -0.279
C  -0.68  1.40  0.64  -0.399
C  -0.14  -0.83  -0.44  -0.320
C  -1.01  0.28  -0.13  -0.008
C  1.15  -0.57  -0.14  0.262
C  1.59  0.60  0.69  -0.660
H  1.77  1.47  0.04  0.317
H  -1.40  2.16  0.79  0.220
H  2.40  0.59  1.34  0.254
H  -1.58  -1.96  -1.17  0.168
H  -1.99  0.19  -0.48  0.197
H  0.00  -2.78  -1.38  0.200

## Properties
**HOMO level (spin up / spin down)**: -7.74 / -7.96 eV
**Charge**: 0
**ΔE to the lowest compared entry with this formula, charge and spin**: 549.5 kJ/mol
**Gap between HOMO and LUMO (spin up / spin down)**: 0.2396 / 0.2638 Ha



Number 1: calculated total energy -4050.5434 Ha. Number 2: calculated total energy -2211.6997 Ha. Number 3: calculated total energy -265.7228 Ha. Number 4: calculated total energy -270.0268 Ha.